The following is a quantum chemistry calculation of the molecule C2H2N4O at a distorted geometry, from the OMol25 dataset.

The orbital gap is 8.74 eV. The total energy comes out at -10110.16911 eV. Its structure (SMILES) is Oc1cnnnn1. The HOMO energy is -9.9 eV. The value obtained for the energy above the lowest of the compared OMol25 structures with the same formula, charge and spin is 2.1359 eV.

Positions of all 9 atoms, in Å:
O (2.14834, 0.15049, 0.10610)
C (0.80000, 0.00283, -0.00972)
C (0.10081, 1.17064, -0.14798)
N (-1.27387, 1.08628, -0.03426)
N (-1.67276, -0.05278, 0.17605)
N (-1.04162, -1.18705, 0.05349)
N (0.31392, -1.24454, -0.23381)
H (2.46002, -0.66496, 0.40576)
H (0.66869, 2.20686, -0.03862)

Atoms 1-3, force components in eV/Å:
O -1.53 1.64 -0.44
C 2.42 -1.07 -1.78
C -1.17 2.55 1.49

The following is a quantum chemistry calculation of a cluster of 2 separate species, C17H28NO5 in total at a distorted geometry, from the OMol25 dataset.

The orbital gap is 7.99 eV. The total energy comes out at -29795.16131 eV. The HOMO energy is -12.5 eV. The net charge is +1.

Positions of all 51 atoms, in Å:
C (-1.10427, 1.60862, -2.34265)
C (-0.23882, 0.83165, -3.27439)
C (-0.43797, -0.79725, -3.58309)
C (0.18054, -1.58642, -2.28562)
N (1.44922, -1.16351, -1.95472)
C (1.89182, -1.92571, -0.72563)
C (0.50588, -2.39755, 0.02089)
C (-0.40342, -1.26371, 0.80029)
C (-0.11534, -1.14230, 2.40818)
O (-0.81252, -0.18969, 3.08125)
O (0.81613, -1.95419, 3.20439)
C (2.22432, -1.61488, 2.93784)
C (2.80173, -0.14011, 2.50362)
O (3.12071, -2.62429, 3.07156)
C (-0.42448, -2.73358, -1.28604)
C (-0.12168, -4.32083, -1.55305)
C (0.51489, -4.67336, -3.02258)
H (-1.05264, 2.79983, -2.28828)
H (-1.86420, 1.06369, -1.60221)
H (0.65871, 1.35127, -3.81710)
H (0.12279, -1.12219, -4.56478)
H (-1.60411, -0.99961, -3.63022)
H (2.07884, -0.44081, -2.37092)
H (2.44914, -1.08160, -0.10005)
H (2.75328, -2.69986, -0.91063)
H (0.62689, -3.23036, 0.85126)
H (-0.24692, -0.23933, 0.22741)
H (-1.55355, -1.56340, 0.68521)
H (3.05005, 0.57587, 3.40050)
H (2.09270, 0.43675, 1.74905)
H (3.80351, -0.34468, 1.88705)
H (-1.58123, -2.56281, -1.25565)
H (0.59433, -4.75397, -0.71455)
H (-1.15532, -4.89599, -1.39967)
H (1.69507, -4.54089, -2.93711)
H (0.35749, -5.83878, -3.21753)
H (0.07219, -4.00827, -3.87830)
O (-1.65918, 4.52271, -0.93987)
C (-1.56092, 4.52315, 0.28607)
O (-0.78893, 3.60633, 0.91197)
C (-0.44123, 3.64775, 2.30938)
C (-1.51401, 2.98629, 3.15113)
C (-2.36182, 5.48213, 1.11633)
H (-0.22296, 4.67050, 2.63127)
H (0.49296, 3.08496, 2.41109)
H (-2.47092, 3.50924, 3.06811)
H (-1.21985, 2.96751, 4.20432)
H (-1.68556, 1.95846, 2.81472)
H (-3.35468, 5.06224, 1.29280)
H (-2.46200, 6.42207, 0.56308)
H (-1.89467, 5.73893, 2.06593)

Atoms 1-3, force components in eV/Å:
C 2.28 -2.00 -2.26
C -2.11 1.65 2.31
C -0.71 0.69 1.65

The following is a quantum chemistry calculation of the ion C7H14FN2O2S with charge +1 at a distorted geometry, from the OMol25 dataset.

The orbital gap (alpha / beta) is 8.00 / 7.30 eV. The total energy comes out at -28102.69981 eV. Its structure (SMILES) is C/C=[NH+]/C(=[NH2+])C(C)(C)[S@](=O)([O-])=CF. The HOMO energy (alpha / beta) is -13.0 / -12.4 eV. The value obtained for the energy above the lowest of the compared OMol25 structures with the same formula, charge and spin is 4.1488 eV. The net charge is +1.

Positions of all 27 atoms, in Å:
C (1.99674, -2.42411, -0.05883)
C (1.20622, -1.24643, -0.35620)
N (0.99670, -0.41791, 0.74992)
C (0.09692, 0.48950, 1.02907)
N (-0.01520, 1.00649, 2.25815)
C (-0.88677, 0.87277, -0.00007)
C (-1.73433, 2.13191, 0.44031)
C (-0.34614, 1.22071, -1.33870)
S (-2.07720, -0.62899, -0.12499)
O (-2.91215, -0.39002, -1.24996)
O (-2.62196, -0.66629, 1.22140)
C (-1.16445, -2.08752, -0.41696)
F (-1.35655, -2.88538, 0.63210)
H (1.49399, -3.35703, -0.56776)
H (2.21407, -2.57714, 0.93944)
H (3.04929, -2.40509, -0.62094)
H (0.97998, -0.71682, -1.29776)
H (1.41037, -0.74108, 1.57909)
H (-0.76354, 1.76398, 2.41700)
H (0.32344, 0.45090, 3.02156)
H (-2.42538, 2.34470, -0.44910)
H (-1.16540, 3.02909, 0.71416)
H (-2.39890, 1.82728, 1.34132)
H (-0.47483, 2.38355, -1.52111)
H (-0.91842, 0.79114, -2.15308)
H (0.65774, 0.88016, -1.38866)
H (-1.49507, -2.57862, -1.34544)

Atoms 1-3, force components in eV/Å:
C 1.71 -2.22 -5.14
C -3.55 0.70 -0.30
N 0.43 -0.24 0.46

The following is a quantum chemistry calculation of a cluster of 4 separate species, C32H42F5N8O4S in total at a distorted geometry, from the OMol25 dataset.

The orbital gap is 8.53 eV. The total energy comes out at -78390.14685 eV. The HOMO energy is -12.7 eV. The value obtained for the energy above the lowest of the compared OMol25 structures with the same formula, charge and spin is 0.3390 eV. The net charge is +1.

Positions of all 92 atoms, in Å:
C (-4.52284, -1.39345, 1.73587)
C (-3.06250, -1.16108, 2.13044)
C (-2.24090, -2.39896, 1.90844)
O (-2.71985, -3.46907, 1.80894)
O (-0.86270, -2.31111, 1.88363)
C (-0.30553, -1.31754, 1.06285)
C (-0.48562, -1.66710, -0.42518)
N (-0.56836, -0.40521, -1.18518)
C (-0.14639, -0.21633, -2.38645)
N (-0.29487, 0.99189, -3.04588)
C (0.48345, 2.11477, -2.56127)
C (0.57334, 2.42151, -1.20609)
C (1.34734, 3.48248, -0.75766)
N (2.03421, 4.26796, -1.58761)
C (1.94449, 3.97288, -2.87834)
C (1.19211, 2.94045, -3.43111)
C (-0.17444, 0.65028, -4.50865)
C (-1.23188, 1.38825, -5.28648)
C (-0.89767, 2.27469, -6.30024)
C (-1.94258, 2.92827, -6.93325)
C (-3.24321, 2.67087, -6.53572)
N (-3.59448, 1.80071, -5.58564)
C (-2.57398, 1.18850, -4.99596)
C (-0.31804, -0.87544, -4.47643)
N (0.38826, -1.21283, -3.20929)
S (2.05984, -1.26074, -3.32486)
O (2.66083, -0.05125, -2.86828)
O (2.35587, -1.67628, -4.65107)
C (2.66120, -2.62373, -2.18872)
F (3.49894, -3.34412, -2.92607)
F (1.67194, -3.41480, -1.77461)
C (3.45620, -2.05497, -0.97898)
F (3.68565, -3.07047, -0.15356)
F (2.72111, -1.14713, -0.33756)
F (4.60208, -1.55293, -1.37670)
H (-5.00813, -0.45011, 1.50707)
H (-4.60189, -2.01119, 0.84619)
H (-5.07625, -1.86409, 2.53257)
H (-3.03541, -0.86560, 3.17648)
H (-2.69343, -0.30817, 1.56452)
H (-0.73484, -0.33805, 1.28386)
H (0.74727, -1.23454, 1.30515)
H (-1.38074, -2.26277, -0.56887)
H (0.40332, -2.17788, -0.74926)
H (-1.00711, 0.37309, -0.71234)
H (0.04891, 1.84716, -0.46340)
H (1.39870, 3.66660, 0.30451)
H (2.51273, 4.59391, -3.55682)
H (1.18926, 2.77776, -4.49068)
H (0.80878, 0.84464, -4.93103)
H (0.12014, 2.47269, -6.59914)
H (-1.75620, 3.63031, -7.72818)
H (-4.04831, 3.20489, -7.01925)
H (-2.83439, 0.48074, -4.21610)
H (0.03000, -1.41275, -5.34485)
H (-1.36979, -1.10880, -4.32489)
C (5.73067, 4.10745, 2.66487)
C (5.07569, 4.78326, 1.46655)
C (3.79532, 5.53584, 1.84940)
C (2.81574, 4.59988, 2.40164)
N (2.05564, 3.82791, 2.77024)
H (5.07530, 3.35902, 3.11159)
H (6.64413, 3.59684, 2.36450)
H (5.98960, 4.83663, 3.43460)
H (4.83731, 4.03609, 0.70671)
H (5.77721, 5.48438, 1.01311)
H (3.35324, 6.01883, 0.97705)
H (4.00439, 6.30705, 2.59187)
C (-5.71449, -5.65297, 3.57610)
C (-7.22371, -5.61475, 3.79036)
C (-7.93325, -4.63637, 2.84612)
C (-7.45356, -3.26983, 3.04723)
N (-7.08157, -2.20205, 3.21641)
H (-5.25673, -4.68418, 3.78151)
H (-5.25317, -6.38072, 4.24278)
H (-5.46837, -5.93293, 2.55030)
H (-7.43845, -5.34015, 4.82427)
H (-7.63934, -6.61062, 3.63175)
H (-9.00975, -4.64821, 3.01729)
H (-7.75603, -4.91429, 1.80601)
C (3.17356, -0.84574, 3.07188)
C (3.39368, -0.79321, 4.57801)
C (4.08996, 0.49516, 5.02806)
C (5.41201, 0.63023, 4.41450)
N (6.44343, 0.73656, 3.93357)
H (4.12074, -0.83266, 2.53096)
H (2.64958, -1.76349, 2.79615)
H (2.57701, 0.00730, 2.73514)
H (3.98579, -1.65537, 4.88770)
H (2.43268, -0.86543, 5.08945)
H (4.21432, 0.50192, 6.11077)
H (3.49330, 1.36775, 4.75369)

Atoms 1-3, force components in eV/Å:
C 0.24 0.10 -0.14
C -0.56 0.37 -0.50
C 0.17 0.76 0.37

The following is a quantum chemistry calculation of a structure of composition C3H5O4Ru at a distorted geometry, from the OMol25 dataset.

The orbital gap (alpha / beta) is 6.02 / 7.40 eV. Its expectation value of S² is 12.0112. The total energy comes out at -13946.88086 eV. The multiplicity is 7. The HOMO energy (alpha / beta) is -11.9 / -14.4 eV. The value obtained for the energy above the lowest of the compared OMol25 structures with the same formula, charge and spin is 3.1734 eV. The net charge is +1.

Positions of all 13 atoms, in Å:
O (1.88929, 0.24967, 1.49835)
C (1.14097, -0.57604, 1.01240)
O (0.23891, -0.34358, 0.10834)
O (1.21998, -1.88922, 1.29012)
H (2.05501, -2.07431, 1.73741)
C (-0.96352, 1.39035, -1.62717)
O (-1.92046, 0.66699, -1.15644)
C (0.37008, 1.36403, -0.94904)
H (-1.23253, 2.40078, -1.98994)
H (0.26386, 0.72617, -2.16089)
H (0.27560, 1.90159, 0.00698)
H (1.14477, 1.98391, -1.41895)
Ru (-1.77895, -0.82550, 0.11522)

Atoms 1-3, force components in eV/Å:
O -1.10 -0.62 -0.71
C 3.00 0.28 1.67
O -2.17 -1.22 -0.04